(1)
ORCA calculation (wB97M-V/def2-TZVPD) on a cluster of 2 separate species, C4H9N2P in total in a non-equilibrium geometry.

Results
Kohn-Sham gap	6.69	eV
energy relative to the best compared isomer or geometry (same formula, charge and spin)	138.7	kcal per mole

Last column: Mulliken charge in e.
Atoms and positions in Å:
C -3.123 -1.071 -0.809  -0.63
C -2.117 -0.868 0.086  -0.34
C -0.794 -0.372 -0.165  -0.03
C 0.140 -0.139 0.785  0.19
N 2.451 1.742 0.712  -0.57
N 1.445 -0.143 0.484  -0.31
P 2.168 -0.457 -0.976  -0.12
H -4.169 -0.954 -0.404  0.22
H -2.932 -1.345 -1.867  0.25
H -2.361 -0.669 1.072  0.23
H -0.484 -0.388 -1.249  0.17
H -0.305 -0.025 1.815  0.26
H 1.770 2.506 1.190  0.22
H 3.073 1.331 1.474  0.27
H 1.769 0.813 -1.653  0.08
H 3.468 0.040 -0.496  0.09


(2)
ORCA calculation (wB97M-V/def2-TZVPD) on an isolated molecule of C11H19O3P in a non-equilibrium geometry.

Results
Kohn-Sham gap	9.89	eV
energy relative to the best compared isomer or geometry (same formula, charge and spin)	42.0	kcal per mole

Last column: Mulliken charge in e.
Atoms and positions in Å:
C -3.843 1.029 -2.154  -0.94
C -0.123 -0.597 -0.591  -0.21
C -3.265 0.741 -0.986  -0.21
C -1.243 -1.103 0.361  -0.54
C -3.786 -1.064 0.970  -0.81
C -3.590 -0.536 -0.453  -0.05
C -2.509 -1.059 0.262  0.17
C 3.038 -1.981 -2.211  -0.98
C 1.771 2.025 3.116  -0.87
C 3.441 -1.109 -0.982  -0.24
C 1.830 2.538 1.664  -0.29
O 1.414 -0.859 1.571  -0.75
O 2.625 0.012 -0.684  -0.36
O 1.199 1.599 0.774  -0.41
P 1.326 -0.040 0.402  0.86
H -3.446 1.881 -2.742  0.25
H -4.615 0.440 -2.570  0.30
H -0.041 -1.183 -1.525  0.43
H -0.597 0.407 -0.910  0.11
H -2.501 1.398 -0.572  0.47
H -0.667 -1.440 1.197  0.51
H -3.916 -0.525 1.983  0.22
H -4.462 -2.004 1.033  0.21
H -4.053 -1.153 -1.236  0.25
H 2.375 -1.357 -2.904  0.23
H 3.898 -2.197 -2.821  0.39
H 2.485 -2.904 -1.811  0.25
H 0.733 2.034 3.516  0.22
H 2.030 0.885 2.940  0.20
H 2.481 2.364 3.762  0.43
H 4.385 -0.631 -1.268  0.33
H 3.509 -1.784 -0.074  0.28
H 2.849 2.774 1.447  0.29
H 1.269 3.401 1.496  0.29


(3)
ORCA calculation (wB97M-V/def2-TZVPD) on a structure of composition C32H27N4O2Ti.

Results
Kohn-Sham gap	6.59	eV
net charge	+1
energy relative to the best compared isomer or geometry (same formula, charge and spin)	0.0	kcal per mole

Last column: Mulliken charge in e.
Atoms and positions in Å:
Ti -0.787 -0.058 -1.425  0.46
C -4.886 -1.369 -0.956  -1.31
C -3.504 -1.393 -1.535  0.80
O -2.667 -0.593 -1.037  -0.44
N -3.279 -2.241 -2.531  -0.05
C -2.067 -2.511 -3.354  -0.92
C -0.896 -2.888 -2.506  0.21
C -0.336 -4.092 -2.318  -0.70
C 0.800 -4.191 -1.397  -0.50
C 0.981 -3.258 -0.457  -1.06
C -0.076 -2.192 -0.370  1.12
N -0.412 -1.817 -1.766  -0.06
H -5.382 -0.461 -1.300  0.28
H -4.811 -1.317 0.128  0.32
H -5.481 -2.232 -1.245  0.43
H -4.076 -2.809 -2.768  0.28
H -1.837 -1.614 -3.933  0.12
H -2.342 -3.308 -4.040  0.55
H -0.683 -4.960 -2.862  0.45
H 1.481 -5.026 -1.497  0.47
H 1.806 -3.271 0.245  0.46
H -0.987 -2.640 0.065  0.25
O -1.391 0.848 -2.930  -0.27
C -1.953 2.047 -3.150  0.60
C -2.999 2.172 -4.059  -0.33
C -3.596 3.402 -4.263  -0.60
C -3.160 4.522 -3.563  -0.75
C -2.117 4.402 -2.666  -0.88
C -1.495 3.171 -2.453  0.20
C -0.379 3.026 -1.524  0.38
N 0.081 1.893 -0.985  0.24
C 1.127 2.244 -0.150  -0.22
C 1.303 3.583 -0.194  -0.96
N 0.346 4.059 -1.061  -0.07
H -3.320 1.293 -4.604  0.47
H -4.410 3.491 -4.971  0.41
H -3.635 5.481 -3.715  0.42
H -1.802 5.275 -2.107  0.38
H 1.664 1.513 0.425  0.19
H 2.007 4.228 0.300  0.44
H 0.231 5.018 -1.342  0.19
C 0.159 -0.843 0.288  -0.30
C 0.975 -0.652 1.271  -0.51
C 1.804 -0.459 2.274  0.92
C 1.237 -0.430 3.655  -0.07
C 0.483 -1.498 4.129  -0.34
C -0.072 -1.460 5.400  -0.73
C 0.122 -0.352 6.211  -0.45
C 0.872 0.720 5.744  -0.75
C 1.427 0.681 4.474  -0.08
C 3.261 -0.271 2.035  1.08
C 3.768 -0.154 0.738  -0.07
C 5.125 -0.006 0.515  -0.93
C 6.011 0.022 1.584  -0.46
C 5.522 -0.111 2.874  -0.80
C 4.160 -0.259 3.099  -0.62
H 0.343 -2.368 3.499  0.44
H -0.650 -2.301 5.761  0.40
H -0.305 -0.323 7.204  0.40
H 1.025 1.588 6.371  0.40
H 2.011 1.519 4.112  0.48
H 3.092 -0.203 -0.109  0.29
H 5.496 0.081 -0.499  0.41
H 7.072 0.137 1.411  0.39
H 6.203 -0.108 3.715  0.41
H 3.798 -0.376 4.111  0.48


(4)
ORCA calculation (wB97M-V/def2-TZVPD) on a structure of composition C17H29ILaNO2P2 in a non-equilibrium geometry.

Results
Kohn-Sham gap (spin up / spin down)	3.69 / 3.62	eV
energy relative to the best compared isomer or geometry (same formula, charge and spin)	53.8	kcal per mole

Last column: Mulliken charge in e.
Atoms and positions in Å:
C 0.713 -3.069 -1.937  -0.49
C 0.233 -1.840 -1.445  -0.07
N 0.225 -1.625 -0.087  0.34
C 0.853 -2.474 0.750  0.29
C 1.380 -3.672 0.293  -0.73
C 1.290 -3.979 -1.063  -0.43
C -0.293 -0.769 -2.296  -1.05
P 0.615 0.650 -2.775  1.14
La -0.506 0.786 -0.068  0.89
P -0.018 -0.604 2.663  0.73
C 1.009 -2.076 2.202  -1.24
C -0.765 3.189 -0.734  -1.38
C -0.295 3.455 0.567  -0.14
C -1.076 3.089 1.680  -0.65
C -2.363 2.559 1.483  -0.30
C -2.891 2.439 0.184  -0.54
C -2.110 2.807 -0.934  -0.15
O -1.972 -1.005 -6.040  -0.60
O -2.968 -1.075 0.666  -0.49
H 0.645 -3.247 -3.009  0.52
H 1.846 -4.342 1.014  0.48
H 1.684 -4.923 -1.436  0.41
C 2.362 0.311 -3.007  -1.24
C -0.054 1.348 -4.284  -1.15
H 0.724 -2.918 2.853  0.53
H 2.065 -1.828 2.408  0.39
H -2.068 -0.953 -6.967  0.27
H -1.162 -1.009 -2.920  0.50
C 0.839 -0.038 4.171  -1.37
C -1.465 -1.455 3.373  -1.16
H 0.701 3.874 0.716  0.50
H -0.671 3.209 2.688  0.34
H -2.968 2.275 2.348  0.35
H -3.917 2.087 0.042  0.44
H -2.529 2.745 -1.943  0.34
H 0.482 1.710 -1.646  -0.09
H -3.000 -1.945 0.232  0.23
H -3.855 -0.819 0.795  0.20
H -2.863 -1.203 -5.704  0.31
H 0.019 2.799 -1.493  0.50
H 2.735 0.920 -3.843  0.44
H 2.917 0.554 -2.090  0.22
H 2.494 -0.755 -3.243  0.35
H 0.781 1.715 -4.900  0.44
H -0.625 0.594 -4.848  0.28
H -0.710 2.195 -4.036  0.29
H -1.189 -2.464 3.704  0.40
H -1.835 -0.869 4.224  0.41
H -2.250 -1.516 2.605  0.12
H 1.183 -0.887 4.780  0.43
H 1.694 0.585 3.875  0.30
H 0.132 0.573 4.749  0.39
I 2.467 1.206 0.769  -0.51


Q: Which formula does entry 1 have?
A: C4H9N2P


Repeat the fourth record exactly.
ORCA calculation (wB97M-V/def2-TZVPD) on a structure of composition C17H29ILaNO2P2 in a non-equilibrium geometry.

Results
Kohn-Sham gap (spin up / spin down)	3.69 / 3.62	eV
energy relative to the best compared isomer or geometry (same formula, charge and spin)	53.8	kcal per mole

Last column: Mulliken charge in e.
Atoms and positions in Å:
C 0.713 -3.069 -1.937  -0.49
C 0.233 -1.840 -1.445  -0.07
N 0.225 -1.625 -0.087  0.34
C 0.853 -2.474 0.750  0.29
C 1.380 -3.672 0.293  -0.73
C 1.290 -3.979 -1.063  -0.43
C -0.293 -0.769 -2.296  -1.05
P 0.615 0.650 -2.775  1.14
La -0.506 0.786 -0.068  0.89
P -0.018 -0.604 2.663  0.73
C 1.009 -2.076 2.202  -1.24
C -0.765 3.189 -0.734  -1.38
C -0.295 3.455 0.567  -0.14
C -1.076 3.089 1.680  -0.65
C -2.363 2.559 1.483  -0.30
C -2.891 2.439 0.184  -0.54
C -2.110 2.807 -0.934  -0.15
O -1.972 -1.005 -6.040  -0.60
O -2.968 -1.075 0.666  -0.49
H 0.645 -3.247 -3.009  0.52
H 1.846 -4.342 1.014  0.48
H 1.684 -4.923 -1.436  0.41
C 2.362 0.311 -3.007  -1.24
C -0.054 1.348 -4.284  -1.15
H 0.724 -2.918 2.853  0.53
H 2.065 -1.828 2.408  0.39
H -2.068 -0.953 -6.967  0.27
H -1.162 -1.009 -2.920  0.50
C 0.839 -0.038 4.171  -1.37
C -1.465 -1.455 3.373  -1.16
H 0.701 3.874 0.716  0.50
H -0.671 3.209 2.688  0.34
H -2.968 2.275 2.348  0.35
H -3.917 2.087 0.042  0.44
H -2.529 2.745 -1.943  0.34
H 0.482 1.710 -1.646  -0.09
H -3.000 -1.945 0.232  0.23
H -3.855 -0.819 0.795  0.20
H -2.863 -1.203 -5.704  0.31
H 0.019 2.799 -1.493  0.50
H 2.735 0.920 -3.843  0.44
H 2.917 0.554 -2.090  0.22
H 2.494 -0.755 -3.243  0.35
H 0.781 1.715 -4.900  0.44
H -0.625 0.594 -4.848  0.28
H -0.710 2.195 -4.036  0.29
H -1.189 -2.464 3.704  0.40
H -1.835 -0.869 4.224  0.41
H -2.250 -1.516 2.605  0.12
H 1.183 -0.887 4.780  0.43
H 1.694 0.585 3.875  0.30
H 0.132 0.573 4.749  0.39
I 2.467 1.206 0.769  -0.51


Q: The lowest energy relative to the best compared isomer or geometry (same formula, charge and spin) belongs to which entry?
A: C32H27N4O2Ti


Q: The highest energy relative to the best compared isomer or geometry (same formula, charge and spin) belongs to which entry?
A: C4H9N2P